8 unconnected molecules or ions with the total composition C31H66B4F16N4O4 at a distorted geometry, computed with the ωB97M-V functional and the def2-TZVPD basis.

Geometry as XYZ:
```
125
Properties=species:S:1:pos:R:3:mulliken_charge:R:1
C -0.6877 -3.1856 2.6088 -1.414
C -0.9014 -2.5570 1.1138 0.188
C -1.3240 -1.1077 1.2165 -0.174
O -2.6089 -1.1095 1.7337 -0.439
C -3.2575 0.1641 1.8875 -0.618
N 0.3544 -2.7246 0.2576 1.136
H 0.2136 -2.3898 -0.6849 0.049
H 1.0448 -2.1290 0.6921 -0.153
H 0.6404 -3.6919 0.2073 0.183
H -0.6458 -4.2743 2.6416 0.391
H -1.6210 -3.0087 3.1433 0.427
H 0.2092 -2.8117 3.1027 0.283
H -1.6619 -3.1692 0.6290 0.497
H -1.2108 -0.5309 0.2986 0.548
H -0.6952 -0.6449 1.9771 -0.144
H -3.1713 0.7908 0.9999 0.245
H -2.8905 0.6799 2.7748 0.217
H -4.2769 -0.1880 2.0456 0.324
C -9.0442 1.6982 -2.2768 -1.667
C -7.8355 2.6498 -1.9305 1.397
C -6.5011 1.8361 -1.5676 -1.422
C -5.1889 2.5736 -1.6910 0.309
C -5.0883 3.3102 -2.9932 -1.461
C -6.2405 4.2933 -3.3305 1.298
N -7.5362 3.4897 -3.1681 0.684
O -8.6103 4.1810 -3.6473 -0.288
C -6.0605 4.6589 -4.8777 -1.676
C -6.1694 5.6497 -2.4413 -1.358
C -8.4104 3.6826 -0.8372 -1.321
H -8.7743 0.9826 -3.0534 0.403
H -9.9161 2.2649 -2.6035 0.450
H -9.4264 1.1778 -1.3985 0.410
H -6.3805 0.9259 -2.1551 0.382
H -6.6802 1.4560 -0.5618 0.442
H -4.4035 1.8662 -1.4246 0.580
H -5.0172 3.2160 -0.8273 -0.447
H -4.9774 2.4649 -3.6723 0.394
H -4.1547 3.8710 -3.0373 0.522
H -6.9437 5.1816 -5.2450 0.441
H -5.9633 3.7885 -5.5265 0.409
H -5.1723 5.2404 -5.1248 0.393
H -5.3290 6.2950 -2.6971 0.440
H -6.0008 5.5244 -1.3718 0.210
H -7.0581 6.2457 -2.6493 0.394
H -9.0662 4.4534 -1.2418 0.369
H -7.5950 4.1398 -0.2767 0.231
H -9.0357 3.1825 -0.0976 0.456
C 4.6072 -7.0436 0.2701 -1.554
C 5.8481 -6.4249 -0.3079 1.368
C 6.3564 -7.1326 -1.6320 -1.110
C 5.5442 -6.7178 -2.8419 -0.692
C 5.6063 -5.1865 -3.0767 -1.400
C 5.0634 -4.3864 -1.8665 1.772
N 5.5696 -4.9836 -0.5631 0.854
O 5.4862 -4.0884 0.5174 -0.202
C 3.5529 -4.3624 -1.8749 -1.979
C 5.5919 -2.8975 -2.1225 -1.655
C 6.9876 -6.5649 0.7234 -1.849
H 4.7855 -8.1025 0.4575 0.439
H 3.7927 -7.0901 -0.4527 0.271
H 4.4411 -6.5788 1.2420 0.477
H 6.3876 -8.2219 -1.6069 0.448
H 7.3892 -6.8711 -1.8624 0.376
H 4.5415 -7.1049 -2.6608 0.323
H 5.9621 -7.2557 -3.6929 0.444
H 5.1095 -4.8948 -4.0020 0.435
H 6.6417 -4.8871 -3.2394 0.431
H 3.1630 -5.3621 -2.0665 0.431
H 3.0762 -3.7325 -2.6260 0.622
H 3.1012 -3.9565 -0.9698 0.294
H 5.1591 -2.4559 -3.0201 0.414
H 6.6610 -2.8539 -2.3304 0.451
H 5.2747 -2.2366 -1.3158 0.336
H 7.0371 -7.5997 1.0620 0.412
H 6.7576 -6.0602 1.6617 0.456
H 7.9392 -6.1412 0.4021 0.423
C 1.7180 2.0096 3.7918 -1.298
C 1.1631 3.3977 3.4320 2.256
C 1.6844 4.4520 4.4832 -1.341
C 3.2282 4.8080 4.4270 -0.680
C 3.3481 5.4219 2.9497 -1.321
C 3.1126 4.3879 1.8774 1.473
N 1.7696 3.7450 2.0703 0.728
O 1.2362 3.0743 0.9707 -0.176
C 4.3308 3.3849 1.8743 -1.459
C 3.0671 5.0401 0.4800 -1.851
C -0.3989 3.3859 3.3816 -2.281
H 1.4227 1.1730 3.1586 -0.169
H 1.5697 1.6023 4.7919 0.453
H 2.8070 2.0514 3.7692 0.380
H 1.3853 4.1891 5.4979 0.485
H 1.1861 5.4158 4.3785 0.463
H 3.9230 3.9917 4.6247 0.342
H 3.3923 5.6405 5.1113 0.408
H 4.3553 5.8385 2.9524 0.414
H 2.7018 6.2996 2.9464 0.409
H 4.0288 2.4464 1.4093 0.344
H 4.7151 3.2174 2.8804 0.327
H 5.1561 3.7708 1.2758 0.437
H 2.9010 4.2458 -0.2478 0.472
H 3.9934 5.6011 0.3562 0.446
H 2.2339 5.7225 0.3118 0.430
H -0.8897 4.2096 2.8633 0.545
H -0.8637 3.4534 4.3652 0.451
H -0.8372 2.5209 2.8838 0.259
B -0.3496 -0.8325 -2.9002 0.328
F -1.6101 -1.2120 -3.2326 -0.386
F 0.4597 -1.9388 -2.7579 -0.290
F 0.1371 0.0642 -3.8325 -0.380
F -0.3814 -0.1418 -1.6452 -0.438
B 0.6679 -5.9192 -0.6869 0.363
F 1.1170 -7.1916 -0.8210 -0.389
F 0.5506 -5.3053 -1.9061 -0.319
F -0.5992 -5.8902 -0.2406 -0.371
F 1.4008 -5.2197 0.2295 -0.526
B 2.9602 -1.2659 1.7577 0.166
F 3.5673 -1.6755 0.6462 -0.019
F 1.8267 -0.5503 1.4754 -0.500
F 2.6236 -2.3598 2.5494 -0.420
F 3.8829 -0.4895 2.4966 -0.414
B -4.0188 3.6440 1.7312 0.628
F -3.4719 3.6664 2.9882 -0.378
F -4.7030 4.7696 1.4019 -0.340
F -2.9567 3.5420 0.8433 -0.401
F -4.9083 2.5903 1.7130 -0.410
```

Properties
Frontier orbital gap, eV: 3.568
LUMO, eV: -4.8